Computed, not measured: a structure of composition C3H5O3Sc in a non-equilibrium geometry, with wB97M-V/def2-TZVPD.

The strongest force on any atom comes out at 6.78 eV Å⁻¹. The energy above the lowest of the compared OMol25 structures with the same formula, charge and spin comes out at 3.414 eV. As for the net charge: +3. Its orbital gap (alpha / beta) is 6.87 / 8.47 eV. The electronic energy comes out at -1102.095060 Ha. For the lowest unoccupied orbital energy (alpha / beta), the calculation gives -16.43 / -16.38 eV. The spin multiplicity is 2.

Each line ends with the natural charge from an NBO analysis.
Element x y z (Å)
H 0.35581 1.55261 -1.23276  0.42
C -0.78693 1.16512 -0.78672  -0.60
C 0.04365 -0.00609 -1.03805  0.49
O 0.98219 -0.30863 -0.15597  -0.55
C 1.29215 -1.61702 0.15192  0.71
O 0.91500 -1.65591 1.39634  -0.78
H -1.34749 1.46734 -1.69086  0.40
H -0.35848 -0.85293 -1.60718  0.32
H 1.22715 -2.45250 1.86197  0.61
Sc 0.26936 0.38333 2.23246  2.28
O -0.92971 1.46855 1.04140  -0.79
H -1.66270 0.85614 -0.17255  0.50

Atoms 1-2, force components in eV/Å:
H -1.45 1.80 1.34
C 4.63 -1.26 -4.79